1.
Below is an isolated ion of composition C20H32N3O4S and charge +1 at a distorted geometry, with properties calculated with ωB97M-V/def2-TZVPD.

Each line ends with the Mulliken charge.
Cartesian coordinates (Å):
S (-3.5288, 0.4190, -1.6619)  1.12
O (-4.7492, -0.1106, -1.1373)  -0.71
O (5.0625, 1.9008, 2.7005)  -0.59
O (2.1332, 1.3064, 2.3185)  -0.67
O (-3.4633, 1.7881, -2.0696)  -0.71
N (0.5193, -0.2807, 2.6908)  -0.04
N (-3.0367, -0.5278, -2.9120)  0.11
N (3.4740, 0.9202, 4.4220)  0.07
C (-1.1842, 1.0490, -0.3264)  -0.70
C (-2.2798, 0.2081, -0.3668)  -0.03
C (-0.6463, -0.7837, -3.4552)  -0.56
C (2.3784, -0.0405, 4.2510)  -1.16
C (-1.9401, -2.6982, -2.5127)  -0.58
C (5.6026, 0.7013, 3.2328)  0.09
C (-0.8633, -2.2930, -3.5151)  -0.79
C (-4.0316, -2.5329, -3.9625)  -1.73
C (-0.2305, 0.9050, 0.6673)  -0.63
C (-2.4426, -0.7832, 0.5840)  -0.48
C (5.0894, 1.8537, 1.2675)  -0.29
C (-1.4985, -0.9364, 1.5818)  -0.94
C (5.6619, 0.4863, 0.8810)  -0.70
C (5.4069, -0.3486, 2.1352)  -0.42
C (-2.3130, 0.0125, -5.2135)  -1.74
C (-1.9492, -0.0196, -3.7280)  0.32
C (-0.3923, -0.0903, 1.6248)  0.97
C (4.8627, 0.4307, 4.5600)  -1.03
C (1.6307, 0.4013, 2.9593)  0.84
C (-3.2574, -1.9561, -2.7759)  0.30
H (-3.4121, -2.6321, -4.8470)  0.28
H (0.1025, -0.4783, -4.1868)  0.44
H (0.0703, -2.8093, -3.2818)  0.41
H (0.6163, 1.5689, 0.7049)  0.50
H (6.0902, -1.1870, 2.2342)  0.45
H (4.0622, 1.9846, 0.9180)  0.19
H (-1.8317, 1.0200, -3.4083)  0.34
H (3.4999, 1.4842, 3.4724)  0.47
H (4.3803, -0.7177, 2.1343)  0.08
H (-3.3080, 0.4306, -5.3317)  0.38
H (-2.2922, -0.9746, -5.6622)  0.27
H (4.8833, -0.6326, 4.7980)  0.33
H (6.7318, 0.5601, 0.6911)  0.31
H (-0.2765, -0.5197, -2.4597)  0.19
H (-1.1007, 1.8332, -1.0612)  0.51
H (-1.6260, -1.7018, 2.3340)  0.33
H (3.2552, 1.6028, 5.1467)  0.42
H (-4.4133, -3.5159, -3.6986)  0.47
H (1.7041, -0.0409, 5.1082)  0.49
H (5.1779, 0.0787, -0.0017)  0.35
H (-4.8718, -1.8853, -4.1935)  0.38
H (0.2422, -1.0147, 3.3315)  0.21
H (5.7002, 2.6813, 0.9031)  0.32
H (-3.9058, -2.0492, -1.8996)  0.35
H (-1.5895, -2.4610, -1.5036)  0.21
H (6.6728, 0.8295, 3.4408)  0.49
H (-2.1224, -3.7721, -2.5643)  0.43
H (2.7734, -1.0492, 4.1127)  0.35
H (-1.6054, 0.6454, -5.7431)  0.47
H (5.3555, 0.9750, 5.3651)  0.45
H (-3.3226, -1.4047, 0.5476)  0.52
H (-1.1580, -2.5892, -4.5209)  0.31

Forces on atoms 1 to 2 (eV/Å):
0.250 -0.089 0.158
0.054 -0.256 0.044

Orbital gap   0.3040 hartree
HOMO level   -11.10 eV
SMILES   C[C@@H]1CCC[C@H](C)N1S(=O)(=O)c1ccc(NC(=O)C[NH2+]C[C@H]2CCCO2)cc1
E_LUMO   -0.1039 Eh
Relative energy (zero: lowest compared OMol25 entry of this formula, charge and spin)   4.4 kcal/mol
Net charge   +1

***

2.
Below is one molecule with the formula C20H32N8 at a distorted geometry, with properties calculated with ωB97M-V/def2-TZVPD.

Each line ends with the Mulliken charge.
Cartesian coordinates (Å):
N (-2.5064, 0.9161, -1.6862)  -0.99
N (-0.3157, 0.7013, 3.7652)  0.12
N (-1.5653, 1.5695, -1.0211)  -0.20
N (0.6649, 1.0556, 1.1442)  0.04
N (-2.0969, -0.2189, -2.0664)  -0.36
N (-0.8330, -0.3594, -1.6475)  1.36
N (-2.2586, 1.3738, 4.7935)  -0.49
N (-1.6631, -0.9273, 4.6710)  -0.49
C (0.3508, -0.2733, 1.6428)  -0.12
C (3.0768, 1.5809, -2.4449)  -1.52
C (-0.2513, 2.0281, 1.7223)  -0.21
C (-0.5089, 0.7857, -0.9926)  -0.29
C (-0.0772, -4.0497, -1.8294)  -0.61
C (1.9840, 3.7986, -2.8004)  -1.75
C (-3.6496, -0.2701, 5.7972)  -0.62
C (0.1886, -4.1205, -3.3299)  -0.75
C (1.3239, 2.4333, -0.8139)  -1.98
C (0.5288, -0.2968, 3.1622)  -1.38
C (-0.8495, -2.7816, -1.4822)  -0.81
C (-1.4497, 0.3731, 4.4126)  0.70
C (-3.3364, 1.0432, 5.4735)  -0.10
C (-2.7490, -1.2279, 5.3540)  -0.10
C (1.7848, 2.3777, -2.2763)  1.16
C (0.9625, -2.8897, -3.7919)  -0.65
C (-0.0881, 2.0262, 3.2442)  -1.32
C (0.7831, 1.0901, -0.3102)  0.55
C (-0.0757, -1.5474, -1.9479)  0.15
C (0.1941, -1.6170, -3.4530)  -0.82
H (-0.6860, -0.5717, 1.4044)  0.26
H (3.8708, 2.0226, -1.8469)  0.38
H (0.8736, -4.0572, -1.2901)  0.31
H (-4.5348, -0.5288, 6.3522)  0.37
H (1.1318, -2.9359, -4.8687)  0.38
H (0.9947, 1.9026, -2.8707)  0.10
H (1.9388, -2.8676, -3.3009)  0.31
H (-0.6490, -4.9218, -1.5090)  0.39
H (1.0353, -0.9959, 1.1901)  0.37
H (0.9343, 2.3246, 3.4982)  0.33
H (1.5095, 0.3079, -0.5603)  0.42
H (-0.8018, 2.7071, 3.7053)  0.50
H (-0.7640, -1.6074, -3.9763)  0.40
H (-2.8980, -2.2837, 5.5474)  0.42
H (0.8753, -1.4839, -1.4063)  0.12
H (2.7411, 4.3142, -2.2137)  0.36
H (-3.9727, 1.8697, 5.7664)  0.42
H (3.3888, 1.5884, -3.4869)  0.44
H (0.7546, -5.0237, -3.5642)  0.34
H (2.1548, 2.7315, -0.1730)  0.51
H (-1.8222, -2.7859, -1.9772)  0.42
H (0.5312, 3.1772, -0.7341)  0.46
H (0.2605, -1.2719, 3.5672)  0.52
H (-1.0177, -2.7245, -0.4040)  0.26
H (1.0565, 4.3624, -2.7397)  0.41
H (0.7621, -0.7371, -3.7656)  0.21
H (-0.7623, -4.1711, -3.8637)  0.35
H (-1.2992, 1.8060, 1.4672)  0.26
H (2.3066, 3.7812, -3.8388)  0.44
H (1.5706, -0.0619, 3.4035)  0.34
H (-0.0077, 3.0174, 1.3397)  0.37
H (2.9561, 0.5438, -2.1406)  0.29

Forces on atoms 1 to 2 (eV/Å):
-0.875 0.321 -0.183
0.318 0.076 -0.174

Orbital gap   0.3205 hartree
HOMO level   -8.10 eV
SMILES   CC(C)C[C@H](c1nnnn1C1CCCCC1)N1CCN(c2ncccn2)CC1
E_LUMO   0.0228 Eh
Relative energy (zero: lowest compared OMol25 entry of this formula, charge and spin)   0.0 kcal/mol
Net charge   0

***

3.
Below is a 5-piece molecular cluster, C20H32NO21PS4 overall at a distorted geometry, with properties calculated with ωB97M-V/def2-TZVPD.

Each line ends with the Mulliken charge.
Cartesian coordinates (Å):
S (8.0584, -3.6736, -1.6216)  1.09
S (-5.1021, -1.1909, 4.4330)  1.04
S (-2.0851, -3.5828, 1.2742)  0.89
S (-5.1256, 4.0957, -5.6761)  1.12
P (6.7330, 0.7851, -0.9337)  0.31
O (-0.9561, -3.5547, 2.3989)  -0.33
O (-3.0521, -4.6343, 1.9788)  -0.31
O (7.4547, 1.8025, 0.1349)  -0.58
O (-4.5464, 3.5900, -6.8653)  -0.53
O (-5.7474, -1.7839, 3.1001)  -0.32
O (-4.7695, 0.2628, 3.8704)  -0.36
O (-2.7494, -2.3268, 1.2231)  -0.28
O (-5.8039, 5.3398, -5.6598)  -0.55
O (3.9520, -0.4174, -1.9073)  -0.61
O (-3.8946, -1.8907, 4.6860)  -0.49
O (-6.0934, -1.0698, 5.4358)  -0.56
O (8.3735, -3.3899, -0.2708)  -0.54
O (-6.0974, 2.9921, -5.0422)  -0.33
O (-1.5256, -4.1443, 0.1014)  -0.60
O (7.0936, -2.5240, -2.1669)  -0.18
O (2.5787, 3.6005, 0.1875)  -0.54
O (6.9913, -4.8661, -1.6819)  -0.33
O (9.0721, -3.9377, -2.5757)  -0.54
O (-4.0198, 4.0670, -4.5255)  -0.31
O (-2.3331, 1.8059, 1.1599)  -0.12
O (-3.1805, 2.1875, -0.8922)  -0.67
N (7.0035, 1.6556, -2.3882)  -0.68
C (-2.4040, -5.2245, 3.1207)  -0.41
C (-6.0639, -0.7111, 2.1986)  -0.38
C (-2.0487, 0.1186, -0.5083)  -1.00
C (0.6768, 2.5617, 2.0880)  -0.98
C (3.1526, 2.5349, 0.3422)  0.25
C (4.9847, 1.2270, -0.5497)  0.07
C (2.8631, 0.1569, 0.1323)  -0.72
C (-1.4601, -4.1473, 3.6127)  -0.06
C (4.5910, 2.3634, 0.0390)  -0.27
C (-2.5666, 1.4586, -0.1347)  0.71
C (5.6782, -4.3509, -1.9480)  -0.34
C (-5.4644, 2.3500, -3.9247)  -0.32
C (-1.6901, 3.0823, 1.3185)  -1.22
C (1.4011, 1.2629, 1.8087)  -1.07
C (-0.2347, 3.0129, 0.9302)  -0.24
C (-4.9745, 0.3107, 2.4474)  0.37
C (2.4607, 1.2787, 0.7495)  0.86
C (-4.5410, 3.4043, -3.3575)  0.05
C (3.9394, 0.2390, -0.8689)  0.05
C (5.9259, -3.1046, -2.7688)  -0.18
H (2.4481, -0.8112, 0.3432)  0.55
H (5.1048, -2.3951, -2.7227)  0.23
H (-0.6328, -4.5429, 4.1939)  0.32
H (-1.7914, 3.3350, 2.3588)  0.44
H (-7.0517, -0.3233, 2.4551)  0.30
H (1.8994, 0.9592, 2.7229)  0.50
H (-6.2210, 2.0289, -3.2151)  0.29
H (7.0144, 0.9359, -3.0999)  0.32
H (-1.9823, -3.3840, 4.1821)  0.13
H (-4.9096, 1.4828, -4.2884)  0.33
H (1.3782, 3.3385, 2.3322)  0.48
H (5.2659, 3.1626, 0.2890)  0.61
H (7.1331, 1.5491, 1.0007)  0.31
H (0.0743, 3.9957, 0.6247)  0.42
H (-5.2611, 1.3165, 2.1557)  0.38
H (-0.0963, 2.3265, 0.1097)  0.31
H (-6.0683, -1.0812, 1.1781)  0.33
H (-3.7358, 2.9821, -2.7709)  0.10
H (-5.0885, 4.1351, -2.7583)  0.22
H (-1.3988, -0.2891, 0.2395)  0.04
H (-3.1506, -5.4966, 3.8603)  0.33
H (-1.8673, -6.1154, 2.7900)  0.31
H (5.1952, -4.1169, -0.9974)  0.28
H (6.1514, -3.3463, -3.8098)  0.25
H (0.0595, 2.4151, 2.9626)  0.60
H (-2.8841, -0.5426, -0.6623)  0.38
H (7.9567, 2.0040, -2.3616)  0.25
H (0.6889, 0.4817, 1.5966)  0.18
H (-2.2170, 3.8428, 0.7637)  0.43
H (-4.0450, 0.0346, 1.9502)  -0.32
H (5.0971, -5.0972, -2.4813)  0.32
H (-1.5196, 0.1947, -1.4451)  0.53

Forces on atoms 1 to 2 (eV/Å):
-0.361 -0.013 -0.148
-0.079 0.165 -0.377

Orbital gap   0.2628 hartree
HOMO level   -8.73 eV
SMILES   CC(=O)OCCCCC1=CC(=O)C(P(N)O)=CC1=O.O=S1(=O)OCCO1.O=S1(=O)OCCO1.O=S1(=O)OCCO1.O=S1(=O)OCCO1
E_LUMO   -0.0580 Eh
Net charge   0